Entry from the OMol25 dataset: C6H7NO3 as an isolated structure in a non-equilibrium geometry (ωB97M-V/def2-TZVPD).

Properties
E_tot = -513.1830 hartree
HOMO level = -9.32 eV
Kohn-Sham gap = 9.78 eV
ΔE to the lowest compared entry with this formula, charge and spin = 81.6 kcal per mole
Spin multiplicity = 1
F_max = 0.035 Eh/bohr

Element x y z (Å)
O -0.635 1.961 -0.825
C -0.648 0.679 -0.390
C -0.587 0.140 1.004
C -1.808 -0.740 0.780
C -1.448 -0.647 -0.717
O -0.204 -1.387 -0.814
C 0.414 -0.339 -0.109
C 1.876 -0.256 0.017
N 2.663 -1.049 -0.577
H -0.386 1.995 -1.756
H -0.229 0.632 1.909
H -1.834 -1.748 1.214
H -2.731 -0.190 1.004
H -2.149 -0.849 -1.529
O 2.382 0.894 0.575
H 3.625 -0.657 -0.516
H 1.700 1.560 0.731